Entry 1:
DFT (ωB97M-V with the def2-TZVPD basis set) results for a cluster of 5 separate species, C26H54NO16P in total.

Properties
Electronic energy = -71371.87540 eV
Highest occupied orbital energy = -9.54 eV
Orbital gap = 9.70 eV
Structure (SMILES) = CCCCCCCCCOC(=O)NP(O)O.CCOC(=O)OC.CCOC(=O)OC.CCOC(=O)OC.CCOC(=O)OC
Charge = 0

The geometry in XYZ format:
```
98
Properties=species:S:1:pos:R:3:forces:R:3:lowdin_charge:R:1
P 3.780782 4.402055 1.788593 1.7 -0.6 -0.2 0.928
O 3.586540 3.357298 0.376535 0.8 0.2 2.4 -0.353
O -7.574759 -2.252503 2.847710 -0.9 -0.2 0.9 -0.007
O -2.445489 -1.348452 1.978883 -0.1 -1.2 -0.3 0.017
O -8.938088 -1.659431 4.462660 0.3 -0.7 -0.7 0.020
O 4.442150 3.306350 3.009955 -0.8 -0.3 -3.0 -0.349
O -8.422830 -3.886171 4.219580 0.0 1.6 -0.5 0.107
O -3.814384 -3.104293 2.549938 1.6 0.6 -0.7 0.097
O -1.715679 -3.394920 1.666145 -0.8 0.7 0.2 -0.031
O 7.132676 1.255335 -0.333624 0.4 0.7 -0.4 -0.014
O 8.786740 2.831613 -0.111059 -1.2 -1.0 -0.9 0.113
O -0.082522 -4.395803 -4.407876 0.0 0.2 1.1 0.022
O -0.904383 -3.355853 -2.658158 0.6 -0.9 -0.5 -0.005
O 8.026159 2.098945 -2.152544 -0.4 0.0 1.2 0.023
O -0.103441 3.589461 1.895455 3.9 0.4 0.2 -0.118
O 1.480064 2.900796 3.564254 -1.3 6.2 -6.4 -0.023
O -0.107326 -5.491650 -2.387614 -0.2 1.3 -0.9 0.106
N 2.145161 4.963429 2.225513 -1.4 -3.3 1.4 -0.145
C 0.491076 -5.551969 -5.033572 0.1 -0.6 -0.3 -0.219
C 0.603692 5.761035 -4.115367 -0.4 -0.1 -0.5 -0.157
C -3.438695 -0.419449 2.434657 -0.5 0.5 0.4 -0.209
C -6.802927 -3.258465 2.195680 0.4 -0.6 -0.2 -0.059
C 1.183494 1.137093 -3.054826 1.9 -0.4 0.2 -0.212
C 2.235446 2.412477 -2.813587 -1.7 0.0 -0.4 -0.193
C -0.971216 2.376570 -0.216940 -1.2 0.5 1.0 -0.175
C 0.054732 2.351958 1.060689 0.8 -0.7 -0.5 -0.177
C 8.970565 2.950777 -2.815652 0.6 0.3 -0.3 -0.216
C -8.329411 -2.718986 3.874177 0.2 -0.4 0.2 -0.549
C 7.118781 1.129248 1.086493 0.0 -0.1 0.5 -0.057
C -1.887345 -4.801076 1.827640 0.0 -0.7 0.1 -0.048
C 0.634217 0.599450 -1.606630 -0.2 -1.3 -0.7 -0.201
C 10.358072 2.333404 -2.798997 0.1 -0.2 0.3 -0.069
C -9.752923 -1.967291 5.602175 -0.2 -0.1 0.6 -0.220
C -0.881319 1.079231 -1.212530 -0.1 0.3 -0.6 -0.191
C 1.787676 5.121303 -3.161765 -0.6 -0.1 -0.3 -0.241
C 1.305904 3.717256 -2.465963 0.2 -0.1 0.6 -0.224
C -2.769130 -2.659718 2.102560 -0.2 0.1 0.4 -0.533
C -8.894175 -2.189224 6.835017 0.3 -0.2 0.0 -0.071
C -3.416959 -0.306644 3.949056 0.1 -0.3 0.2 -0.059
C -0.571786 -6.603214 -5.301549 -0.2 -0.1 0.2 -0.070
C 8.051312 2.139651 -0.797123 0.7 0.4 -0.1 -0.549
C -1.306043 -3.376649 -1.290291 -0.1 0.1 0.5 -0.057
C 1.213284 3.805832 2.582201 -1.0 -5.3 4.8 -0.317
C -0.332983 -4.511834 -3.079996 -0.1 -0.4 0.1 -0.547
H -1.414433 1.383990 -2.231232 1.1 -0.6 2.2 0.118
H -10.406112 -1.104013 5.766160 0.2 0.0 -0.3 0.122
H 0.917919 -5.217540 -5.984760 -0.2 0.3 0.3 0.123
H -0.152770 -7.442365 -5.863670 0.0 0.1 0.0 0.080
H 8.030583 0.625731 1.423604 -0.1 0.3 0.0 0.105
H 8.631524 3.052285 -3.851772 -0.2 -0.2 0.3 0.124
H -1.851681 -5.059927 2.890786 -0.2 0.0 -0.2 0.102
H 2.724563 4.868595 -3.840001 -1.8 0.9 1.6 0.104
H -0.105445 1.423047 1.781586 0.3 1.9 -1.7 0.149
H 8.967113 3.953903 -2.375411 0.0 -0.3 0.1 0.125
H 0.722399 5.409070 -5.239190 -0.2 0.6 2.3 0.075
H -2.160602 -4.049266 -1.164310 0.2 0.0 0.0 0.103
H 10.332670 1.317909 -3.206952 0.0 0.2 -0.1 0.082
H -0.479844 -3.674304 -0.636619 -0.2 0.0 -0.2 0.095
H 2.273612 5.474950 3.148527 0.0 -0.7 -1.4 0.104
H -6.002005 -3.600393 2.859131 -0.3 0.0 -0.2 0.081
H -3.703952 -1.251230 4.420554 -0.1 0.1 -0.1 0.076
H -4.431182 -0.695756 2.062220 0.2 -0.2 0.1 0.122
H 1.459061 0.834069 -0.811051 -1.8 -0.3 -1.3 0.100
H 1.186315 2.384244 0.696272 -2.5 -0.4 0.5 0.104
H -7.428962 -4.099190 1.879847 0.0 0.1 0.2 0.098
H 4.755855 2.473602 2.531466 -0.8 1.4 1.1 0.039
H -0.482089 5.410259 -3.767477 2.4 0.8 -0.6 0.078
H -1.616822 -2.365693 -1.011885 0.1 -0.1 -0.3 0.083
H -1.403663 -6.173888 -5.868966 0.2 0.0 -0.1 0.082
H 2.027023 5.910182 -2.319735 -0.2 -1.7 -1.8 0.108
H -10.400102 -2.827243 5.397894 0.3 0.1 -0.1 0.124
H 2.932122 2.143584 -1.903241 -1.2 0.6 -2.1 0.095
H 4.423404 2.798928 0.316653 -1.5 1.1 0.0 0.054
H -4.106832 0.470708 4.288951 0.1 -0.1 -0.1 0.084
H 0.594336 -0.590881 -1.690053 0.1 2.5 0.2 0.109
H 10.744682 2.255938 -1.778484 -0.1 0.1 -0.1 0.075
H 0.611267 6.940954 -4.146403 0.1 -2.4 0.2 0.072
H 7.013314 2.104594 1.572361 0.3 -0.1 -0.1 0.088
H -2.825096 -5.142553 1.377631 0.1 0.1 0.2 0.100
H 6.259407 0.512595 1.364593 0.1 0.0 -0.3 0.095
H -8.228063 -1.336172 6.999025 -0.2 0.0 0.0 0.081
H -0.895543 3.426303 -0.778038 0.1 -2.5 1.2 0.113
H -2.408892 -0.068359 4.303062 -0.1 0.1 -0.1 0.084
H 0.194495 3.430973 -2.774566 2.3 0.9 0.6 0.100
H 1.854942 0.273540 -3.529075 -1.6 1.7 1.0 0.111
H 11.056539 2.935818 -3.386342 -0.1 -0.1 0.0 0.081
H 0.347135 1.375298 -3.840612 1.5 -0.3 1.7 0.112
H -1.059781 -5.305011 1.320380 -0.1 0.4 0.0 0.097
H 2.812465 2.649916 -3.803517 -0.8 -0.7 1.9 0.104
H -8.257613 -3.071597 6.720463 -0.2 0.1 0.0 0.075
H -0.990573 -6.989789 -4.367689 0.2 0.0 -0.1 0.075
H -6.349261 -2.814779 1.304919 -0.2 0.2 0.3 0.092
H -2.073114 2.366755 0.242648 2.3 0.1 -0.9 0.116
H -1.523162 0.162582 -0.799997 1.6 2.1 -0.6 0.104
H 1.352047 3.871634 -1.301464 -0.3 -0.3 -2.2 0.092
H -3.188375 0.551692 1.995317 0.2 -0.3 -0.1 0.114
H 1.315393 -5.951803 -4.432972 -0.3 0.1 0.1 0.124
H -9.518923 -2.328871 7.721538 0.0 0.0 -0.1 0.079
```
Forces are in eV/Å.

---

Entry 2:
DFT (ωB97M-V with the def2-TZVPD basis set) results for a structure of composition C18H13BeI2N4OS.

Properties
Electronic energy = -54322.39012 eV
Highest occupied orbital energy = -10.32 eV
Orbital gap = 6.99 eV
Charge = +1
Relative energy (zero: lowest compared OMol25 entry of this formula, charge and spin) = 0.00 kcal/mol

The geometry in XYZ format:
```
40
Properties=species:S:1:pos:R:3:forces:R:3:lowdin_charge:R:1
I 1.783815 0.216999 -4.445972 0.0 0.1 0.0 0.949
I -0.126212 5.822417 -3.453726 0.0 -0.1 0.0 0.954
S 2.382366 0.193569 1.365161 -0.1 -0.1 0.0 0.868
O 0.824999 0.031199 -1.330715 0.0 0.2 -0.1 -0.126
N 3.826994 -1.963068 0.595880 0.1 0.0 -0.1 -0.096
N -0.122512 1.759345 0.266411 0.1 -0.1 -0.3 0.071
N 1.728765 -2.431503 0.809274 -0.2 0.0 0.0 0.026
N -0.272722 -1.199960 0.860797 -0.2 0.0 0.0 0.096
C 5.078198 -1.212422 0.554679 0.0 0.0 0.0 -0.004
C 0.121569 2.221960 -1.000243 0.0 0.1 0.1 -0.114
C 0.964121 1.619283 -3.150292 0.0 -0.2 0.0 -0.641
C 0.192713 3.886656 -2.735989 0.0 0.2 -0.1 -0.665
C -2.326537 -2.162218 1.599960 0.0 0.0 0.0 -0.015
C 0.664554 1.232464 -1.866733 0.0 -0.2 0.0 -0.379
C -0.646387 4.401831 -0.402368 0.0 0.0 0.0 -0.002
C 3.669221 -3.298814 0.258430 0.1 0.1 0.1 -0.004
C -0.309823 -3.449441 1.630977 0.0 -0.1 0.0 0.033
C -0.603712 2.590578 1.167916 0.0 -0.1 0.1 -0.072
C -0.121338 3.547418 -1.395485 0.0 -0.1 0.1 -0.198
C -0.882460 3.927337 0.863136 0.0 0.0 0.0 -0.020
C 2.644699 -1.418157 0.913739 0.0 -0.2 0.0 -0.637
C 0.350636 -2.350630 1.111177 0.1 0.0 0.0 -0.202
C 0.720442 2.944678 -3.576918 0.0 0.0 0.1 -0.200
C -1.591100 -1.110478 1.103978 0.1 0.0 0.0 -0.043
C -1.667545 -3.352560 1.870762 0.0 0.0 0.0 -0.008
C 2.373436 -3.601728 0.398151 -0.1 0.1 0.0 -0.004
Be 0.566192 0.158718 0.199452 0.2 0.2 0.2 -0.047
H -2.045801 -0.155037 0.874975 0.0 0.0 0.0 0.127
H -0.773551 2.195714 2.162871 0.0 0.0 0.0 0.130
H -3.386745 -2.048447 1.771706 0.0 0.0 0.0 0.123
H 5.251007 -0.725032 1.510516 0.0 0.0 0.0 0.093
H -1.281031 4.572853 1.632711 0.0 0.0 0.0 0.117
H -2.205159 -4.199236 2.275893 0.0 0.0 0.0 0.128
H -0.855664 5.436178 -0.644433 0.0 0.0 0.0 0.077
H 5.028402 -0.456666 -0.226271 0.0 0.0 0.0 0.103
H 5.887079 -1.906334 0.346904 0.0 0.0 0.0 0.099
H 0.235923 -4.352748 1.861205 0.0 0.0 0.0 0.125
H 0.961880 3.214993 -4.595867 0.0 0.0 0.0 0.085
H 1.848132 -4.518078 0.200855 0.0 0.0 0.0 0.133
H 4.492930 -3.912237 -0.062255 0.0 0.1 0.0 0.138
```
Forces are in eV/Å.

---

Entry 3:
DFT (ωB97M-V with the def2-TZVPD basis set) results for a structure of composition C48H36ClINO2P2Rh.

Properties
2S+1 = 5
Electronic energy = -98141.59477 eV
Highest occupied orbital energy (spin up / spin down) = -12.79 / -13.22 eV
Orbital gap (spin up / spin down) = 7.10 / 5.67 eV
Charge = +2

The geometry in XYZ format:
```
92
Properties=species:S:1:pos:R:3:forces:R:3:lowdin_charge:R:1
I 2.982951 3.519052 2.653927 0.0 0.1 -0.1 1.076
Rh 0.213381 -0.734576 0.551090 0.2 0.5 0.1 0.791
Cl 4.482631 -0.635461 6.163021 0.0 0.0 0.0 0.831
P -1.796493 0.380495 1.239402 0.1 -0.3 -0.3 1.057
P 1.647792 -0.576064 -1.365277 -0.4 -0.2 0.1 1.057
O 1.430408 1.001006 1.523802 0.0 -0.2 0.1 -0.120
O -0.750039 1.093941 -1.393553 0.0 0.0 0.0 -0.032
N 1.281790 -1.587766 2.277146 0.0 -0.2 0.0 0.021
C -3.839111 -2.457044 -0.886274 0.0 0.0 0.0 -0.052
C -2.820666 1.431521 5.555787 0.0 0.0 0.0 -0.051
C 3.577658 -0.173354 4.795923 0.0 0.0 0.0 -0.567
C -0.259954 2.433628 -3.349885 0.1 0.0 0.0 -0.082
C 2.784078 -1.157293 4.106962 0.0 0.0 0.0 -0.147
C -1.776723 1.947487 -1.050858 0.0 0.0 0.0 -0.184
C -2.233010 0.748960 2.935919 0.1 0.1 0.0 -0.368
C 4.044550 -1.870498 -2.007435 0.0 0.0 0.0 -0.075
C -3.363538 -1.229696 -0.454605 0.0 0.0 0.0 -0.061
C -0.117874 -2.138578 -2.901272 0.0 0.0 0.0 -0.061
C 4.180571 0.112010 -0.627121 0.0 0.0 0.0 -0.088
C -2.320331 -2.322220 1.434569 0.0 0.0 0.0 -0.132
C -2.802410 -3.545586 0.994695 0.0 0.0 0.0 -0.065
C -3.619626 0.518082 4.883240 0.0 0.0 0.0 -0.053
C -1.725794 2.008367 4.922808 0.0 0.0 0.0 -0.058
C 3.622825 1.141378 4.373151 0.0 0.1 0.0 -0.148
C 5.559340 -0.008586 -0.590652 0.0 0.0 0.0 -0.058
C 2.903803 1.568933 3.264886 0.2 -0.1 0.3 -0.641
C 1.907509 -3.356590 3.754575 0.0 0.0 0.0 0.002
C 0.821888 -2.106763 -1.869950 0.1 0.0 -0.1 -0.376
C -3.559129 -3.611973 -0.166828 0.0 0.0 0.0 -0.057
C 1.789990 1.919485 -4.558803 0.0 0.0 0.0 -0.036
C 6.179571 -1.061067 -1.253774 0.0 0.0 0.0 -0.051
C -2.603264 -1.153186 0.713150 -0.1 0.0 0.1 -0.376
C 3.421187 -0.818835 -1.340895 0.0 0.1 0.1 -0.368
C -3.451562 2.499925 0.587504 0.0 0.0 0.0 -0.050
C 0.621038 2.644962 -4.410411 0.0 0.0 0.0 0.009
C -2.194658 2.974334 -1.883003 0.0 0.0 0.1 -0.082
C 1.213826 -2.858163 2.653630 0.0 0.0 0.0 -0.095
C -1.135711 4.764043 -3.255198 0.0 0.0 0.0 -0.009
C 1.036046 -3.253299 -1.090926 0.0 0.0 0.0 -0.132
C -0.606468 -4.437707 -2.380046 0.0 0.0 0.0 -0.057
C -3.908789 3.510912 -0.239235 0.0 0.0 0.0 -0.036
C 2.053442 -0.741821 2.987723 0.0 0.0 -0.1 -0.125
C -1.425705 1.664924 3.615577 0.0 0.0 0.0 -0.088
C -1.518056 3.274105 -3.210092 0.0 0.0 0.0 -0.428
C 2.698502 -2.505130 4.488573 0.0 0.0 -0.1 0.022
C -0.824250 -3.303461 -3.152037 0.0 0.0 0.0 -0.052
C 0.324912 -4.414745 -1.351411 0.0 0.0 0.0 -0.065
C 0.068892 1.432375 -2.449376 0.0 0.0 0.0 -0.183
C 5.425786 -1.988595 -1.958454 0.0 0.0 0.0 -0.053
C 1.247115 0.689586 -2.567784 0.1 0.1 -0.1 -0.268
C -3.281189 3.735384 -1.451865 0.0 0.0 0.0 0.009
C -2.482832 2.947834 -4.362206 0.0 0.0 0.0 0.000
C 2.088766 0.651258 2.523198 -0.1 0.0 -0.1 -0.422
C 2.111324 0.947761 -3.627647 0.0 0.0 0.0 -0.050
C -3.331351 0.174740 3.570521 0.0 0.0 0.0 -0.075
C -2.385021 1.702376 0.183598 -0.1 0.1 0.0 -0.269
H 3.459600 -2.590397 -2.566225 0.0 0.0 0.0 0.113
H 7.256730 -1.155070 -1.224257 0.0 0.0 0.0 0.117
H -1.768070 -2.261794 2.368030 0.0 0.0 0.0 0.098
H 0.510954 -5.304865 -0.765089 0.0 0.0 0.0 0.115
H -4.745371 4.124394 0.063060 0.0 0.0 0.0 0.120
H 3.692560 0.936793 -0.118392 0.0 0.0 0.0 0.098
H -4.474053 0.077659 5.378706 0.0 0.0 0.0 0.117
H -3.644708 4.532681 -2.086134 0.0 0.0 0.0 0.123
H -4.443671 -2.512851 -1.781478 0.0 0.0 0.0 0.118
H 6.151332 0.717184 -0.049691 0.0 0.0 0.0 0.114
H -2.603635 -4.441876 1.567262 0.0 0.0 0.0 0.115
H -0.658408 5.014608 -4.200886 0.0 0.0 0.0 0.086
H 0.581503 -3.501655 2.052979 0.0 0.0 0.0 0.112
H -1.110689 2.726551 5.447879 0.0 0.0 0.0 0.114
H -3.388573 3.549626 -4.284801 0.0 0.0 0.0 0.093
H -3.945137 -4.563785 -0.505883 0.0 0.0 0.0 0.117
H 3.249869 -2.859008 5.348116 0.0 0.0 0.0 0.109
H -2.018162 3.166489 -5.323866 0.0 0.0 0.0 0.093
H -2.018689 5.394886 -3.169725 0.0 0.0 0.0 0.086
H -3.054091 1.699775 6.577323 0.0 0.0 0.0 0.117
H -1.539241 -3.332672 -3.963167 0.0 0.0 0.0 0.118
H 2.450424 2.114681 -5.391455 0.0 0.0 0.0 0.120
H -2.768969 1.895322 -4.351501 0.0 0.0 0.0 0.098
H 5.914422 -2.801533 -2.477953 0.0 0.0 0.0 0.117
H 1.815379 -4.400589 4.016004 0.0 0.0 0.0 0.126
H 1.798508 -3.247263 -0.317272 0.0 0.0 0.0 0.098
H -3.590895 -0.330514 -1.013432 0.0 0.0 0.0 0.113
H 3.033514 0.388329 -3.720438 0.0 0.0 0.0 0.115
H 4.235071 1.839769 4.926957 0.0 0.0 0.0 0.109
H -3.920440 2.327926 1.548009 0.0 0.0 0.0 0.115
H -3.962417 -0.531094 3.044956 0.0 0.0 0.0 0.112
H 0.384669 3.406166 -5.141721 0.0 0.0 0.0 0.123
H -0.451201 5.016953 -2.445484 0.0 0.0 0.0 0.105
H -0.577378 2.119190 3.114336 0.0 0.0 0.0 0.098
H -0.284176 -1.258997 -3.510523 0.0 0.0 0.0 0.113
H -1.154579 -5.345822 -2.591746 0.0 0.0 0.0 0.117
```
Forces are in eV/Å.